25
Properties=species:S:1:pos:R:3:lowdin_charge:R:1 method="wB97M-V/def2-TZVPD" gap_ev="7.30 / 7.22" homo_energy_ev="-7.2 / -7.1" relative_energy_kj_mol=409.8
H 5.51 0.55 -0.91 -0.019
H -1.53 0.39 -1.92 0.127
S -0.93 1.86 0.50 0.923
C 0.49 -0.04 -1.19 -0.199
H 0.38 -1.98 0.74 0.086
C 4.40 0.53 -0.83 -0.554
C -1.06 -0.25 -1.12 -0.216
H 4.05 1.33 -1.49 -0.019
C 0.92 0.06 0.20 -0.423
P 3.61 -0.38 0.22 0.805
H -1.58 -1.78 1.21 0.144
H -3.61 0.56 0.91 0.060
H -3.43 -0.81 -0.10 0.088
H -1.30 -1.43 -1.26 0.177
H 0.87 -0.93 2.09 0.098
H 0.69 0.88 -1.63 0.087
C -1.63 0.12 0.17 -0.752
C -3.15 0.24 0.01 -0.079
H -3.34 0.97 -0.85 0.111
N 0.69 1.43 0.72 -0.342
H -1.31 -0.38 2.21 0.066
H 1.02 1.67 1.63 0.052
H 0.95 -0.82 -1.73 0.103
C 0.40 -1.03 1.14 -0.157
C -1.11 -0.74 1.30 -0.171

***

60
Properties=species:S:1:pos:R:3:lowdin_charge:R:1 method="wB97M-V/def2-TZVPD" gap_ev=6.55 homo_energy_ev=-10.1 total_charge=+1 relative_energy_kj_mol=16.3
H -0.95 1.52 -2.27 0.103
C -2.60 1.41 2.70 -0.097
H -0.26 3.52 1.52 0.082
C -2.59 3.47 3.98 -0.037
H 3.47 -2.77 0.39 0.117
C 4.81 3.37 -0.22 -1.067
S 4.17 5.93 -0.25 0.971
O 2.14 -0.41 0.04 -0.423
O 0.29 1.68 -0.17 -0.455
C 2.75 -3.42 0.88 -0.062
H -0.85 -3.44 -0.69 0.101
S 6.37 4.08 0.24 0.963
H -3.76 -0.25 0.50 0.096
H 0.11 -5.58 2.74 0.114
C -2.88 1.07 -3.02 -0.061
S 2.13 4.05 -0.96 0.599
S 4.78 1.57 -0.54 0.587
H 1.59 -0.36 -2.47 0.091
C -4.17 0.61 -2.73 -0.070
H -0.53 -3.39 1.76 0.086
H -3.85 1.79 4.36 0.109
C -1.06 3.18 2.12 -0.050
C 3.07 -4.67 1.37 -0.069
C 3.82 4.24 -0.41 -1.158
H -0.16 -0.48 2.18 0.097
H -1.26 -1.29 0.96 0.073
C 0.39 -1.82 -1.45 -0.281
H -1.63 -4.10 -2.93 0.112
C 0.41 -1.54 -3.85 -0.051
C -0.97 -3.24 -2.82 -0.051
C -0.55 -2.54 -3.96 -0.049
C 5.93 5.76 -0.22 -1.010
C -0.39 -0.65 1.13 -0.275
H -2.65 1.46 -4.02 0.125
P 0.97 -1.39 0.19 0.811
C -1.56 1.87 1.91 -0.258
C -3.07 2.19 3.74 -0.076
C -4.49 0.18 -1.46 -0.050
H -5.56 -0.06 -1.30 0.123
In 2.42 1.68 -0.69 0.536
H -4.88 0.57 -3.55 0.115
H -2.98 4.08 4.77 0.111
H 0.77 -0.95 -4.73 0.133
C -1.55 3.92 3.17 -0.057
H -3.01 0.35 2.67 0.128
C 0.87 -1.18 -2.58 -0.084
C 1.45 -2.95 0.98 -0.260
C -1.92 1.10 -2.04 -0.082
H -0.87 -2.90 -4.94 0.113
H 4.10 -5.07 1.30 0.130
O 6.68 6.63 -0.35 0.028
P -0.91 0.95 0.47 0.825
H 2.39 -6.48 2.28 0.124
C 0.81 -4.99 2.16 -0.058
C -2.21 0.69 -0.74 -0.277
C 2.12 -5.46 1.97 -0.059
C -0.51 -2.91 -1.56 -0.057
H -1.17 4.95 3.25 0.121
C -3.48 0.18 -0.46 -0.053
C 0.47 -3.75 1.67 -0.081

***

16
Properties=species:S:1:pos:R:3:lowdin_charge:R:1 method="wB97M-V/def2-TZVPD" gap_ev=11.20 homo_energy_ev=-15.0 total_charge=+1 relative_energy_kj_mol=63.8 smiles="CC[C@@H]([NH3+])C=O"
C -0.07 0.27 -1.22 -0.197
H 2.69 -0.84 1.33 0.092
H 2.00 -1.99 0.26 0.089
H 0.42 -0.33 -2.00 0.151
H -1.43 1.11 1.07 0.175
C -0.49 -0.46 0.04 -0.250
N -1.72 0.27 0.57 0.232
C 0.61 -0.45 1.08 -0.198
C 1.95 -0.95 0.54 -0.074
H 2.32 -0.31 -0.26 0.082
H 0.78 0.57 1.42 0.129
H -0.84 -1.48 -0.18 0.169
H 0.33 -1.05 1.95 0.127
H -2.26 -0.34 1.18 0.180
O -0.31 1.44 -1.33 0.118
H -2.32 0.57 -0.20 0.174

***

21
Properties=species:S:1:pos:R:3:lowdin_charge:R:1 method="wB97M-V/def2-TZVPD" gap_ev=7.53 homo_energy_ev=-3.7 total_charge=-1 relative_energy_kj_mol=300.4
H 0.56 2.80 1.74 0.090
C -1.06 -2.44 -1.56 -0.030
C 1.44 -0.07 -0.01 -0.204
H 2.41 1.70 0.58 0.081
C 0.33 1.77 1.36 -0.424
H 1.36 -1.40 -1.73 0.098
H 2.50 -0.33 -0.06 0.084
H -1.86 1.06 1.27 -0.042
H 0.47 0.95 2.10 0.101
H -2.12 -2.62 -1.33 0.039
H -1.06 -1.15 0.09 0.084
O -2.67 0.22 1.50 -0.313
C 0.71 -0.69 -1.21 -0.209
H -2.89 -0.18 0.66 -0.074
C 1.38 1.50 0.26 -0.187
C -0.48 -1.50 -0.77 -0.181
O -0.95 1.79 0.91 -0.239
H 1.06 2.10 -0.60 0.098
H -0.48 -3.10 -2.19 0.034
H 0.34 0.08 -1.91 0.113
H 1.04 -0.50 0.90 0.081

***

11
Properties=species:S:1:pos:R:3:lowdin_charge:R:1 method="wB97M-V/def2-TZVPD" gap_ev=8.72 homo_energy_ev=-8.4 relative_energy_kj_mol=260.7
H 2.56 -1.56 0.12 0.119
C 1.78 -0.80 0.04 -0.334
H -3.31 0.54 0.06 0.110
O 2.13 0.47 0.09 -0.386
O -2.36 0.68 0.15 0.019
C 0.50 -1.21 0.01 -0.149
H 0.12 3.01 -0.93 -0.168
C -1.74 -0.47 0.23 -0.147
O -0.45 -0.17 0.17 -0.272
Cd 0.66 1.72 0.06 1.102
H 0.10 -2.22 -0.01 0.107

***

112
Properties=species:S:1:pos:R:3:lowdin_charge:R:1 method="wB97M-V/def2-TZVPD" gap_ev=4.94 homo_energy_ev=-11.9 total_charge=+2 relative_energy_kj_mol=48.5
C -0.41 3.75 -4.67 -0.054
C -3.11 -1.13 2.30 -0.201
Sn -1.50 -0.57 -0.40 1.193
H 1.47 -2.68 -1.85 0.108
C -0.06 2.50 -2.66 -0.112
C 0.12 1.41 -4.80 -0.089
C 0.49 2.35 1.76 -0.101
C 0.60 -4.18 2.92 -0.061
C 2.42 -0.12 -2.58 -0.254
C 2.28 -0.27 2.04 -0.263
H -1.12 0.78 4.30 0.087
H -3.44 5.28 1.23 0.119
C 0.77 -2.82 -2.66 -0.100
C -2.84 1.15 -3.04 -0.129
H 6.97 1.10 -0.97 0.088
C -4.34 -0.95 4.40 -0.024
C -0.70 1.57 3.70 -0.075
H 0.99 -5.07 2.44 0.116
C -4.54 0.38 4.13 -0.047
H -1.16 -1.00 -4.80 0.092
H 6.25 -0.08 -2.76 0.125
H -0.83 -3.17 5.81 0.120
H 1.03 2.13 0.84 0.100
H -4.01 -3.65 4.41 0.135
C -3.26 0.26 2.06 -0.237
H -2.48 -3.04 -1.41 -0.035
C 0.06 -4.26 4.19 -0.060
C 4.49 -0.20 1.05 -0.083
H -0.49 4.95 3.67 0.118
C -0.34 3.70 -3.28 -0.063
H 6.90 1.08 0.79 0.088
C -0.99 -3.13 -4.79 -0.055
H -4.74 -1.40 5.30 0.122
H 6.87 -1.51 0.72 0.090
C 0.31 3.66 2.16 -0.060
C -3.03 2.16 -0.99 -0.175
N -2.78 0.73 0.86 -0.046
H 0.94 -4.95 -2.67 0.115
H -5.12 0.99 4.82 0.119
C -2.43 -3.17 1.47 -0.147
P 0.60 -0.13 -2.44 1.090
C 3.10 -0.23 0.93 -0.191
C 6.29 1.07 -0.11 -0.005
C -0.17 2.61 -5.42 -0.051
C -3.67 -1.74 3.45 -0.151
C -0.42 -3.11 4.81 -0.059
C -3.01 -3.86 2.53 -0.019
C 6.26 -1.45 -0.18 -0.004
C -3.38 2.26 -3.69 -0.020
C 0.02 1.29 2.54 -0.352
C 5.17 -0.09 -2.70 0.007
C -0.36 3.93 3.34 -0.067
H -1.39 3.10 5.03 0.120
H -4.12 5.39 -1.14 0.123
H -0.51 4.59 -2.70 0.119
C -3.36 4.40 0.60 -0.039
C -3.59 -3.15 3.54 0.026
C -4.04 0.98 2.97 0.001
C -0.41 -4.24 -4.19 -0.051
H 6.93 -1.46 -1.03 0.089
C -2.83 -2.04 -1.63 -0.784
C -2.96 3.18 1.18 -0.013
H 4.93 -0.04 -4.82 0.119
H 0.00 2.44 -1.57 0.095
C 0.16 1.34 -3.41 -0.377
C 0.65 -2.96 2.27 -0.118
C 0.19 -1.80 2.89 -0.374
C 2.83 -0.29 3.32 -0.050
H -0.20 2.66 -6.50 0.118
C 0.20 -1.69 -3.27 -0.393
H -2.69 3.16 2.22 0.093
H -4.33 1.99 2.75 0.107
H -2.53 0.28 -3.61 0.100
H -1.94 -3.71 0.66 0.118
C -3.49 3.37 -1.56 -0.142
C -2.91 2.03 0.42 -0.231
H -0.73 -1.01 4.68 0.092
C 4.43 -0.07 -3.87 -0.037
C 3.18 -0.16 -1.41 -0.195
C 5.40 -0.18 -0.17 -0.429
H 5.68 1.98 -0.13 0.102
H 2.18 -0.32 4.19 0.119
C -0.36 -1.88 4.17 -0.074
C 0.48 -4.08 -3.13 -0.055
N -2.46 -1.86 1.37 -0.054
I -4.83 -1.77 -1.08 0.920
H 5.63 -2.34 -0.23 0.100
H 2.46 -0.07 -4.72 0.109
C -0.87 2.89 4.10 -0.065
H -0.63 -5.24 -4.56 0.117
H -0.64 4.69 -5.17 0.119
C 5.01 -0.21 2.33 0.004
C 4.56 -0.14 -1.44 -0.084
C -3.70 4.48 -0.73 -0.017
H 0.71 4.47 1.56 0.116
C 3.05 -0.09 -3.82 -0.050
H 0.01 -5.21 4.70 0.117
H -1.66 -3.26 -5.62 0.119
P 0.46 -0.33 1.85 1.105
H 6.09 -0.20 2.47 0.124
C -0.70 -1.86 -4.32 -0.110
H 0.33 0.53 -5.40 0.102
H -3.53 2.23 -4.76 0.123
H -4.08 4.27 -3.44 0.135
C -3.69 3.38 -2.96 0.029
H -2.69 -1.81 -2.68 -0.057
C 4.20 -0.25 3.46 -0.036
H 1.06 -2.89 1.26 0.106
H 4.65 -0.25 4.44 0.119
H -2.98 -4.94 2.55 0.124
O 2.44 -0.22 -0.27 -0.038
N -2.68 1.09 -1.74 0.004

***

11
Properties=species:S:1:pos:R:3:lowdin_charge:R:1 method="wB97M-V/def2-TZVPD" gap_ev=8.70 homo_energy_ev=-9.9 relative_energy_kj_mol=143.0 smiles="CC(=O)C(=O)C=O"
H 1.76 0.00 -0.87 0.104
H 0.03 -0.75 2.49 0.137
C 0.74 -0.17 -1.24 -0.004
C -0.39 -0.76 1.47 -0.160
O -0.67 -1.79 0.89 0.080
C -0.19 0.85 -0.63 -0.350
H 0.74 -0.09 -2.32 0.093
O -1.25 1.44 1.47 0.156
O -0.56 1.86 -1.17 0.134
H 0.44 -1.18 -0.93 0.067
C -0.66 0.60 0.84 -0.258

***

18
Properties=species:S:1:pos:R:3:lowdin_charge:R:1 method="wB97M-V/def2-TZVPD" gap_ev=9.98 homo_energy_ev=-8.9 relative_energy_kj_mol=139.7 smiles="C=C(CC)CC"
C 0.92 -0.01 0.72 -0.198
H 1.38 -0.96 0.97 0.116
C -0.48 -0.29 0.20 -0.318
H 0.18 -0.54 -3.28 0.069
H -2.46 -0.86 0.65 0.062
C -0.76 -0.41 -1.30 -0.231
H 0.56 0.95 -2.33 0.077
C 0.36 -0.12 -2.29 -0.120
H -1.04 -1.46 -1.50 0.115
C 0.80 1.02 1.89 -0.100
H 1.24 -0.70 -1.98 0.068
H -1.52 -0.28 2.09 0.058
H -1.67 0.12 -1.54 0.104
H -0.06 1.67 1.93 0.068
H 1.57 0.33 -0.07 0.080
C -1.52 -0.46 1.02 0.020
H 1.78 1.51 1.96 0.066
H 0.73 0.48 2.83 0.062

***

58
Properties=species:S:1:pos:R:3:lowdin_charge:R:1 method="wB97M-V/def2-TZVPD" gap_ev=10.68 homo_energy_ev=-13.0 total_charge=+1 relative_energy_kj_mol=10.7
H 2.00 -1.42 2.89 0.152
O -1.92 2.95 -0.77 -0.045
O -1.72 -2.84 -1.93 -0.032
H 2.31 3.35 -0.74 0.060
H -2.22 -3.39 -1.34 0.027
O 3.03 -2.66 -1.65 -0.028
H 0.11 4.39 1.97 0.086
H -2.07 -3.59 0.70 0.034
H 2.79 -3.44 -2.18 0.073
H 1.52 -2.91 -1.14 0.026
C -0.87 -0.03 2.13 -0.035
O -2.57 -0.29 -1.82 -0.074
H -0.42 1.24 0.59 0.139
H 2.25 0.64 -1.63 0.008
H 2.06 0.14 0.69 0.108
H 3.43 2.83 2.56 0.057
O 0.68 -3.39 -0.84 -0.090
H -3.40 -2.00 1.78 0.003
N -0.06 0.46 1.13 0.157
H -2.74 2.58 -1.10 0.050
H 4.19 0.44 -1.87 0.048
H -0.32 -1.21 3.78 0.167
H -0.84 -2.72 -1.58 0.003
H 3.15 2.35 1.07 0.017
O 2.84 2.27 2.04 -0.105
N -0.09 -0.76 2.92 0.124
H 1.30 1.06 -2.71 0.007
H 0.12 2.69 -1.71 -0.004
H -2.25 -1.21 -2.01 0.028
H 4.31 1.51 -0.79 0.057
H -3.62 -3.92 0.66 0.069
O 3.20 3.29 -0.23 -0.093
H -2.78 0.46 -0.17 0.014
O 0.71 3.37 -1.32 -0.084
H 0.18 3.59 -0.54 0.006
O 0.27 3.60 1.40 -0.066
O 2.00 0.39 -2.56 -0.097
O -3.00 -3.20 0.67 -0.067
H -0.36 1.64 -3.58 0.082
H -1.42 1.01 -2.62 0.046
H -3.54 -0.31 -1.83 0.083
O -3.55 -1.20 2.33 -0.071
H 2.84 3.97 0.35 0.046
H -2.11 3.30 0.09 0.037
O -3.30 0.99 0.49 -0.085
C 1.18 -0.11 1.26 -0.052
H -4.47 -1.10 2.52 0.053
C 1.20 -0.83 2.41 -0.024
H -0.31 -4.68 1.93 0.081
O 3.93 0.63 -0.97 -0.068
H 2.94 -2.00 -2.37 0.070
H 1.16 3.29 1.66 0.013
O -0.53 1.42 -2.67 -0.066
H -1.82 0.44 2.29 0.129
H 0.83 -4.24 -1.27 0.078
H -0.05 -3.34 0.93 0.022
H -3.57 0.36 1.15 -0.018
O -0.60 -3.86 1.53 -0.055

***

20
Properties=species:S:1:pos:R:3:lowdin_charge:R:1 method="wB97M-V/def2-TZVPD" gap_ev="10.72 / 5.23" homo_energy_ev="-14.0 / -14.0" total_charge=+1 relative_energy_kj_mol=167.1 spin_multiplicity=2
O 1.47 -0.78 -1.86 -0.058
C -0.19 1.46 0.99 -0.175
N -1.39 1.23 1.67 0.279
H 1.84 -0.36 -2.65 0.105
H -2.10 0.68 1.18 0.144
C -0.62 -1.01 -0.68 -0.164
H -0.22 -1.43 1.40 0.114
H -0.40 -0.85 -2.78 0.124
H -0.90 -2.02 -0.95 0.126
H 1.13 -1.72 0.31 0.134
H -0.42 1.74 -0.04 0.126
C 0.88 0.29 0.95 -0.114
H 1.40 0.28 1.91 0.125
C 0.31 -1.05 0.53 -0.192
H 1.67 0.71 0.34 0.129
H -1.28 0.73 2.56 0.166
C 0.08 -0.42 -1.91 -0.242
H -1.55 -0.48 -0.45 0.101
H 0.28 2.35 1.43 0.166
H 0.02 0.65 -1.96 0.106

***

88
Properties=species:S:1:pos:R:3:lowdin_charge:R:1 method="wB97M-V/def2-TZVPD" gap_ev=7.91 homo_energy_ev=-5.6 total_charge=-1 relative_energy_kj_mol=109.6
O -1.16 -3.96 -2.23 -0.485
H -1.97 -4.06 2.14 0.125
C 3.18 1.77 0.60 -0.048
H -5.76 0.92 -2.72 0.097
H 7.21 1.46 0.19 0.076
C 2.57 -1.11 -4.73 -0.070
C 2.43 -1.42 -6.07 -0.084
H -1.33 2.68 4.80 0.108
C 4.51 1.72 0.23 -0.017
C -0.31 -2.76 2.52 -0.275
C 0.80 4.17 -0.46 -0.013
H -2.10 2.68 2.45 0.106
H 1.19 -3.25 5.50 0.102
C -1.43 -3.24 1.63 -0.137
As -1.15 -2.61 -3.15 0.840
C 0.01 3.05 -0.13 -0.449
C 5.46 2.53 0.85 -0.276
H -3.13 -2.82 -4.20 0.017
C -2.14 -0.58 4.39 -0.035
C -2.12 1.76 3.03 -0.149
N -0.99 2.65 -0.94 -0.008
C 2.79 2.63 1.62 -0.282
H -2.59 -3.27 -0.55 0.094
C 1.59 -1.47 -3.81 -0.247
O 1.03 1.51 3.12 -0.319
H -1.35 0.52 6.06 0.105
H 2.14 -0.63 2.25 0.102
H -6.10 -1.51 -3.24 0.104
C 1.31 -2.11 -6.50 -0.087
C -4.00 -1.72 -0.60 -0.296
H -4.29 1.51 -0.80 0.110
C -4.83 -2.15 -1.64 -0.036
H -0.76 -4.06 4.17 0.108
H 3.21 -1.13 -6.77 0.099
N -2.55 0.68 2.40 0.115
C 5.05 3.39 1.86 -0.048
O 3.41 -1.26 -1.99 -0.308
H -1.95 2.88 -2.74 0.105
C -0.09 -3.30 3.78 -0.041
C -4.47 0.47 -1.06 -0.130
H -4.92 -3.21 -1.85 0.120
H 7.05 3.07 -0.50 0.079
C -1.70 1.77 4.35 -0.072
H 3.38 4.12 3.03 0.110
H -3.93 -3.48 0.60 0.137
H -0.55 -2.98 -5.94 0.088
Ba -0.62 -0.15 -0.36 1.865
H 1.21 5.65 -1.94 0.102
C 1.82 -1.88 3.97 -0.048
H 3.45 -0.61 -4.36 0.110
O 1.14 -1.96 -1.32 -0.508
S 1.09 2.61 2.19 0.536
H 2.46 1.16 0.08 0.078
H 4.81 1.04 -0.57 0.117
C -3.15 -1.67 2.35 -0.128
N 0.49 -1.83 2.00 0.083
N -3.84 -0.43 -0.31 0.079
C 3.71 3.44 2.25 -0.059
N -2.36 -2.19 1.22 -0.193
H 2.67 -1.49 4.52 0.106
C 1.52 -1.40 2.70 -0.117
C 6.90 2.48 0.41 -0.059
O 0.83 3.94 2.71 -0.324
C 0.33 -2.46 -5.59 -0.095
H 5.77 4.02 2.36 0.105
H -2.15 -1.53 4.90 0.102
C -3.22 -2.74 0.18 -0.159
C -0.40 4.34 -2.53 -0.093
H -0.98 -3.65 0.73 0.132
H 1.57 4.51 0.21 0.098
C 1.00 -2.85 4.52 -0.070
C -5.29 0.14 -2.13 -0.068
H 7.56 2.89 1.18 0.069
H -3.34 -2.48 3.07 0.123
H -4.12 -1.35 1.96 0.116
N 0.19 2.24 0.96 -0.238
H -0.58 4.80 -3.49 0.090
C 0.43 -2.14 -4.23 -0.197
C -2.56 -0.48 3.07 -0.272
H 1.19 -2.37 -7.54 0.098
O -1.74 -1.24 -2.44 -0.670
C -1.70 0.57 5.04 -0.063
S 1.99 -1.06 -2.11 0.398
C 0.59 4.80 -1.66 -0.077
C -5.47 -1.21 -2.42 -0.073
C -1.16 3.27 -2.11 -0.163
O -2.24 -2.87 -4.56 -0.280
O 1.57 0.33 -1.88 -0.491

***

14
Properties=species:S:1:pos:R:3:lowdin_charge:R:1 method="wB97M-V/def2-TZVPD" gap_ev="7.33 / 7.33" homo_energy_ev="-13.2 / -13.2" total_charge=+1 relative_energy_kj_mol=534.7 smiles="[H]/N=[NH+]/C(=C/O)NN"
H 1.91 -2.86 0.66 0.148
H -2.73 0.99 -0.36 0.133
N -1.09 -0.12 -0.23 -0.063
N -1.84 1.06 0.25 0.044
N 0.66 -1.34 0.58 -0.019
C 1.27 0.82 -0.36 0.004
N 1.80 -1.81 0.78 0.171
H -0.26 -1.93 0.56 0.221
C 0.26 -0.09 0.10 -0.251
H -1.45 -0.41 -1.07 0.105
H -2.17 1.00 1.18 0.058
H 2.35 0.39 -0.39 0.181
O 1.04 1.99 -0.84 0.222
H 0.24 2.32 -0.84 0.046

***

29
Properties=species:S:1:pos:R:3:lowdin_charge:R:1 method="wB97M-V/def2-TZVPD" gap_ev=9.93 homo_energy_ev=-8.9 relative_energy_kj_mol=375.7 smiles=Cc1ccccc1.CC(C)C
C -1.38 0.73 2.94 -0.105
H -1.11 -0.69 -1.69 0.022
C 0.82 -2.75 -2.66 -0.055
C -0.08 0.40 2.78 -0.112
H 0.72 -0.20 3.42 0.149
C 0.17 2.13 1.00 -0.273
H -2.08 0.23 3.50 0.065
H 1.89 2.80 -0.24 0.058
H 0.05 -3.41 -0.54 0.056
C 0.84 2.79 -0.20 -0.031
H 1.63 0.71 1.55 0.106
H -0.01 0.46 -1.47 0.066
H -0.75 -2.11 0.14 0.042
C 0.65 1.10 1.81 -0.080
C 0.74 -1.73 -1.45 -0.413
H 0.41 2.16 -1.02 0.061
H -0.09 -0.28 -2.81 0.074
H 1.28 -2.16 -3.40 0.060
C -0.15 -0.60 -1.79 -0.112
H 0.40 3.84 -0.18 0.104
H 1.78 -1.30 -1.52 0.139
H 1.37 -3.51 -2.45 -0.004
C 0.16 -2.42 -0.19 -0.046
H -1.74 3.26 0.91 0.096
C -1.12 2.54 1.33 -0.095
C -1.90 1.71 2.04 -0.095
H 0.81 -2.46 0.62 0.057
H -0.28 -3.09 -2.79 0.123
H -3.04 1.83 2.36 0.143